Record 1
This record from the OMol25 dataset describes a 2-piece molecular cluster, C21H28N6O3S overall. The level of theory is ωB97M-V/def2-TZVPD.

Values from the calculation:
ΔE to the lowest compared entry with this formula, charge and spin   0.0 kcal/mol
2S+1   1
LUMO energy   0.2 eV
Structure (SMILES)   CNC(=O)[C@H](Cc1ccc(O)cc1)NC(C)=O.Cc1nc(C)c(-c2cc(CN)[nH]n2)s1

The geometry in XYZ format:
```
59
C21H28N6O3S ωB97M-V/def2-TZVPD
O -1.823 -2.411 4.168
O 1.772 -1.345 5.327
N 1.600 -1.048 -2.830
N 1.748 -1.764 -7.216
O -2.669 3.411 -0.552
S 1.787 0.717 -6.447
C -1.047 -2.291 3.231
C 0.643 -0.876 5.405
C 1.388 -0.218 -3.827
C 1.899 -0.543 -7.659
C 1.021 1.086 -3.312
C 1.537 -0.529 -5.246
C 1.542 -1.771 -5.842
C 1.032 0.989 -1.954
C -2.800 1.481 0.873
C -1.422 3.401 1.491
C -2.411 0.828 2.059
C -1.026 2.739 2.670
C -2.310 2.774 0.592
C -1.520 1.451 2.956
N 1.391 -0.322 -1.695
N 0.034 -0.948 6.598
N 1.951 2.658 -0.489
N -0.206 -1.266 3.093
C -1.025 -3.329 2.134
C 2.153 -0.255 -9.104
C 1.307 -3.102 -5.186
C -1.329 -0.609 7.005
C 0.699 2.052 -0.951
C -1.130 0.745 4.244
C 0.048 -0.243 4.118
H -3.373 2.959 -1.018
H 0.792 1.965 -3.904
H -3.481 0.997 0.189
H -1.058 4.392 1.265
H -2.808 -0.152 2.292
H -0.355 3.228 3.363
H 1.523 -0.696 -0.756
H 0.605 -1.400 7.295
H 2.648 1.949 -0.267
H 1.794 3.287 0.298
H 0.399 -1.270 2.291
H -1.786 -4.080 2.345
H -1.232 -2.855 1.177
H -0.046 -3.804 2.111
H 2.828 -1.007 -9.521
H 1.212 -0.290 -9.659
H 2.600 0.735 -9.224
H 0.772 -2.995 -4.240
H 0.707 -3.737 -5.843
H 2.264 -3.596 -4.999
H -1.496 -0.949 8.028
H -1.487 0.469 6.971
H -2.051 -1.116 6.361
H 0.151 1.607 -0.115
H 0.060 2.817 -1.408
H -2.014 0.217 4.596
H -0.871 1.501 4.987
H 0.869 0.362 3.733
```

Record 2
This record from the OMol25 dataset describes a 20-piece molecular cluster, H41O20 overall. The level of theory is ωB97M-V/def2-TZVPD.

Values from the calculation:
ΔE to the lowest compared entry with this formula, charge and spin   178.8 kcal/mol
2S+1   1
Charge   +1
LUMO energy   -3.4 eV

The geometry in XYZ format:
```
61
H41O20 ωB97M-V/def2-TZVPD
O -3.402 -3.337 -2.703
H -2.322 1.744 1.469
O -4.380 1.706 -1.146
H -4.130 2.065 -2.130
H 0.971 5.212 1.250
O -0.623 -1.440 3.103
H -0.008 -1.696 2.459
H -0.432 -2.013 3.899
O 4.965 0.078 -0.175
H 5.243 -0.063 0.697
H -0.430 -3.261 -3.207
O 1.703 3.401 3.223
H 2.091 -3.968 3.614
H 5.238 0.943 -0.278
O -1.646 1.419 0.912
H -1.706 1.482 -2.218
H 2.352 3.795 2.602
O 1.122 0.594 1.787
H -0.703 2.598 0.148
H -1.964 -0.777 -1.165
O 3.118 -1.693 -3.987
H 3.047 -0.747 -4.052
H 2.723 -2.165 -4.678
O 2.039 -2.995 3.978
H 2.431 -2.413 3.311
H 1.678 3.767 4.224
O -6.002 -0.488 0.453
H -0.744 1.441 1.497
H -5.084 -0.240 0.533
O -2.431 -1.735 0.488
H -1.775 -1.760 1.021
H 0.217 0.593 1.994
O -1.628 2.484 -2.604
H -1.337 2.249 -3.524
H 1.395 -1.552 0.703
O -2.743 0.916 3.704
H -3.263 0.949 4.554
H -2.202 0.159 3.810
O 4.262 2.668 -2.576
H -5.351 1.798 -1.111
H 5.051 3.190 -2.147
O -0.008 2.442 -0.725
H -5.988 -0.978 -0.400
H -2.566 -3.611 -2.257
O -1.233 -3.002 -3.690
H -2.641 -2.739 0.766
H -1.029 -2.053 -3.607
O 1.736 -2.165 1.237
H 2.658 -2.336 1.094
H 4.204 1.793 -2.144
O -1.794 -0.549 -2.044
H -3.112 -3.237 -3.680
H 1.679 0.018 2.342
O 1.068 4.291 0.852
H 0.048 3.248 -1.265
H 1.947 4.440 0.579
O 3.956 -3.630 -0.592
H 4.189 -2.747 -0.872
H 3.024 -3.722 -0.512
H 0.935 2.610 -0.336
H -2.411 -0.980 -2.478
```

Record 3
This record from the OMol25 dataset describes C5H6F3NO as an isolated structure. The level of theory is ωB97M-V/def2-TZVPD.

Values from the calculation:
ΔE to the lowest compared entry with this formula, charge and spin   48.9 kcal/mol
2S+1   1
LUMO energy   0.5 eV

The geometry in XYZ format:
```
16
C5H6F3NO ωB97M-V/def2-TZVPD
C -0.279 1.805 0.232
C -0.940 0.862 -0.350
C 1.035 -0.923 -0.395
C -1.059 -1.648 -1.590
C -0.452 -1.122 -0.355
N 1.585 -1.255 0.791
O 1.680 -0.595 -1.332
F -0.454 -2.780 -2.132
F -2.330 -1.884 -1.414
F -0.980 -1.659 0.809
H -0.586 2.966 0.063
H 0.425 1.744 0.976
H -1.626 1.098 -1.115
H -0.966 -0.907 -2.300
H 1.070 -1.536 1.595
H 2.557 -1.105 0.875
```

Record 4
This record from the OMol25 dataset describes a 2-piece molecular cluster, C4H8ClN overall. The level of theory is ωB97M-V/def2-TZVPD.

Values from the calculation:
ΔE to the lowest compared entry with this formula, charge and spin   112.2 kcal/mol
2S+1   1
LUMO energy (alpha / beta)   0.6 / 0.9 eV

The geometry in XYZ format:
```
14
C4H8ClN ωB97M-V/def2-TZVPD
C 0.440 0.151 -0.721
C 0.676 -1.372 2.187
C -0.697 1.387 -2.612
C -0.115 -0.168 1.760
N -0.403 0.737 -1.340
Cl -1.801 -0.234 1.668
H 1.416 -0.455 -0.935
H 1.685 -1.134 2.234
H 0.498 -2.116 1.480
H 0.186 -1.813 2.960
H 0.115 1.157 -3.468
H -0.792 2.328 -2.310
H -1.604 0.848 -2.852
H 0.396 0.684 1.949
```

Record 5
This record from the OMol25 dataset describes C23H43N2O2P3Pb as an isolated structure. The level of theory is ωB97M-V/def2-TZVPD.

Values from the calculation:
ΔE to the lowest compared entry with this formula, charge and spin   64.0 kcal/mol
2S+1   1
Charge   +4
LUMO energy (alpha / beta)   -14.1 / -14.2 eV

The geometry in XYZ format:
```
74
C23H43N2O2P3Pb ωB97M-V/def2-TZVPD
Pb -1.327 2.736 -2.268
P 1.888 -0.969 1.813
P 1.803 2.427 -0.189
P -0.607 -3.077 -0.556
H 0.194 2.736 -5.754
C -0.842 2.337 -5.587
C -1.628 2.695 -4.502
H -1.394 3.711 -4.033
C 3.326 -2.028 1.232
C 2.807 0.180 2.923
C 1.250 -2.048 3.171
C 1.707 3.678 -1.563
C 2.330 3.508 1.179
C 3.549 1.842 -0.567
C -1.835 -2.816 -1.825
C -1.335 -3.374 1.027
C 0.726 -4.162 -1.050
H -1.185 1.532 -6.301
H -2.661 2.304 -4.561
H 3.894 -2.374 2.114
H 3.963 -1.421 0.567
H 2.915 -2.871 0.651
H 3.634 -0.375 3.390
H 2.084 0.521 3.678
H 3.197 1.050 2.382
H 2.031 -2.744 3.506
H 0.366 -2.584 2.811
H 0.952 -1.395 3.998
H 2.629 4.265 -1.480
H 0.879 4.403 -1.560
H 1.730 3.080 -2.485
H 3.184 4.116 0.866
H 2.644 2.921 2.046
H 1.490 4.151 1.449
H 4.243 2.695 -0.456
H 3.592 1.473 -1.604
H 3.874 1.045 0.127
H -2.459 -3.699 -1.979
H -1.349 -2.566 -2.767
H -2.429 -1.932 -1.570
H -2.315 -3.845 1.012
H -1.474 -2.367 1.402
H -0.636 -3.880 1.686
H 0.333 -5.054 -1.560
H 1.415 -4.420 -0.230
H 1.336 -3.606 -1.775
C -0.255 -0.016 -3.332
C 0.903 -0.286 -4.158
C 0.690 -1.299 -5.085
C -0.548 -1.927 -5.395
C -1.658 -1.256 -4.940
C -1.536 -0.385 -3.882
O -0.227 0.363 -2.081
H 0.014 -1.737 -0.467
H 1.897 0.206 -4.105
H 1.579 -1.617 -5.610
H -0.721 -2.846 -5.958
H -2.672 -1.415 -5.279
H -2.466 0.025 -3.476
N -3.309 1.871 6.904
C -3.908 1.324 5.803
O -5.121 1.105 5.787
C -3.066 1.058 4.587
C -1.756 1.543 4.444
C -1.078 1.388 3.225
N -1.562 0.658 2.214
C -2.808 0.169 2.343
C -3.586 0.286 3.525
H -3.880 1.932 7.723
H -2.310 1.807 7.038
H -1.240 2.103 5.215
H -0.062 1.750 3.045
H -3.206 -0.446 1.520
H -4.597 -0.151 3.588
```

Record 6
This record from the OMol25 dataset describes C40H32BrF4OPPtTe as an isolated structure. The level of theory is ωB97M-V/def2-TZVPD.

Values from the calculation:
ΔE to the lowest compared entry with this formula, charge and spin   0.0 kcal/mol
2S+1   1
Charge   +2
LUMO energy   -6.6 eV

The geometry in XYZ format:
```
81
C40H32BrF4OPPtTe ωB97M-V/def2-TZVPD
Pt 0.706 0.927 0.051
F 4.884 -2.691 4.354
C 3.825 -2.200 3.753
C 2.550 -2.501 4.217
F 2.393 -3.288 5.261
C 1.443 -1.977 3.568
F 0.239 -2.316 4.016
C 1.563 -1.139 2.466
P 0.067 -0.470 1.654
C -0.939 0.198 2.980
C -2.090 -0.429 3.446
C -2.777 0.120 4.519
C -2.305 1.271 5.137
C -1.150 1.890 4.679
C -0.472 1.364 3.592
C -0.711 -1.891 0.869
C -2.013 -1.772 0.387
C -2.592 -2.813 -0.319
C -1.868 -3.975 -0.560
C -0.567 -4.093 -0.092
C 0.018 -3.052 0.616
C 2.853 -0.867 2.020
Br 3.164 0.192 0.469
C 3.972 -1.381 2.640
F 5.186 -1.107 2.184
H -2.439 -1.350 2.998
H -3.672 -0.365 4.884
H -2.837 1.685 5.983
H -0.780 2.780 5.170
H 0.434 1.846 3.236
H -2.579 -0.875 0.588
H -3.610 -2.722 -0.674
H -2.322 -4.791 -1.107
H -0.004 -4.999 -0.272
H 1.036 -3.161 0.966
Te -1.287 2.464 0.136
C -3.113 1.839 0.972
C -3.444 2.463 2.170
C -4.692 2.239 2.733
C -5.597 1.399 2.101
C -5.267 0.796 0.894
C -4.027 1.021 0.317
C -1.938 2.367 -1.862
C -2.176 1.145 -2.481
C -2.655 1.126 -3.782
C -2.895 2.319 -4.453
C -2.666 3.533 -3.823
C -2.190 3.564 -2.520
H -2.745 3.127 2.664
H -4.959 2.730 3.660
H -6.573 1.230 2.536
H -5.991 0.172 0.386
H -3.814 0.627 -0.666
H -2.007 0.214 -1.952
H -2.849 0.180 -4.271
H -3.270 2.300 -5.467
H -2.859 4.461 -4.345
H -2.013 4.516 -2.035
C 5.220 -2.760 -2.970
C 4.408 -1.503 -2.892
C 5.023 -0.253 -2.917
C 4.295 0.919 -2.832
C 5.009 2.246 -2.853
C 2.891 0.827 -2.668
C 2.194 2.059 -2.383
O 1.250 2.225 -1.585
C 2.236 -0.428 -2.725
C 0.744 -0.564 -2.863
C 3.016 -1.566 -2.820
H 6.235 -2.562 -3.308
H 4.762 -3.481 -3.647
H 5.282 -3.232 -1.987
H 6.101 -0.196 -3.014
H 6.065 2.101 -3.068
H 4.939 2.766 -1.895
H 4.609 2.910 -3.620
H 2.537 2.973 -2.877
H 0.504 -0.707 -3.920
H 0.210 0.315 -2.532
H 0.366 -1.439 -2.328
H 2.528 -2.533 -2.887
```

Record 7
This record from the OMol25 dataset describes a 2-piece molecular cluster, C4H13N3O2 overall. The level of theory is ωB97M-V/def2-TZVPD.

Values from the calculation:
ΔE to the lowest compared entry with this formula, charge and spin   16.2 kcal/mol
2S+1   1
LUMO energy   0.8 eV
Structure (SMILES)   NCCNC(=O)CN.O

The geometry in XYZ format:
```
22
C4H13N3O2 ωB97M-V/def2-TZVPD
N -1.775 0.241 2.123
C -0.903 0.984 1.192
C 0.488 0.371 1.139
N 1.064 0.035 -0.070
C 0.307 -0.185 -1.321
C -0.550 -1.503 -1.246
N 0.385 -2.641 -1.152
O 1.144 0.229 2.143
H -1.428 0.347 3.096
H -1.842 -0.713 1.896
H -0.846 2.000 1.535
H -1.393 1.030 0.233
H 1.928 -0.404 -0.033
H -0.382 0.688 -1.521
H 1.075 -0.277 -2.192
H -1.126 -1.602 -2.205
H -1.295 -1.531 -0.404
H -0.103 -3.537 -1.214
H 0.915 -2.671 -0.259
H 1.989 3.584 -0.686
H 1.245 2.338 -0.382
O 1.101 3.217 -0.674
```